Here is 9 unconnected molecules or ions with the total composition C19H44BBrI2N8O16 in a non-equilibrium geometry from the OMol25 dataset. Energies are from wB97M-V/def2-TZVPD.

The geometry in XYZ format:
```
91
C19H44BBrI2N8O16, DFT wB97M-V/def2-TZVPD
C 4.716 -0.677 0.596
C 4.199 -0.589 -0.920
C 3.972 0.935 -1.240
C 2.506 1.316 -0.768
C 1.360 1.016 -1.816
C -0.025 1.685 -1.459
C -0.337 1.890 0.070
C -1.022 0.691 0.889
B -1.123 -0.789 0.258
Br 0.287 -2.214 0.162
C -2.617 -1.159 -0.316
I -4.194 -1.044 1.203
C -2.935 -1.527 -1.624
C -4.467 -1.824 -1.943
I -1.454 -1.697 -3.176
H 3.890 -1.031 1.260
H 5.586 -1.387 0.588
H 5.079 0.332 0.947
H 3.242 -1.155 -1.072
H 5.004 -0.998 -1.591
H 4.712 1.607 -0.713
H 4.036 1.143 -2.356
H 2.254 0.871 0.239
H 2.497 2.446 -0.612
H 1.701 1.485 -2.797
H 1.326 -0.093 -2.029
H -0.879 1.183 -2.017
H 0.026 2.731 -1.921
H 0.552 2.258 0.666
H -1.082 2.747 0.129
H -2.069 1.036 1.163
H -0.469 0.588 1.881
H -4.592 -1.831 -3.071
H -5.089 -0.945 -1.590
H -4.823 -2.782 -1.481
C 1.820 2.137 3.437
N 2.961 1.354 2.898
O 2.939 0.150 3.057
O 3.836 1.979 2.334
H 1.120 1.454 3.911
H 2.221 2.844 4.161
H 1.352 2.653 2.600
C -0.035 5.944 -2.057
N 1.027 6.017 -1.019
O 0.850 5.391 0.010
O 2.000 6.697 -1.274
H -0.832 5.309 -1.695
H -0.396 6.957 -2.228
H 0.413 5.531 -2.952
C 7.248 2.216 2.715
N 8.399 1.941 1.817
O 9.177 1.070 2.153
O 8.480 2.610 0.807
H 7.305 1.549 3.570
H 7.320 3.255 3.030
H 6.338 2.038 2.146
C -0.188 -4.986 -1.869
N 0.714 -5.993 -2.484
O 0.441 -7.167 -2.320
O 1.665 -5.569 -3.110
H -0.987 -5.506 -1.345
H 0.399 -4.394 -1.178
H -0.590 -4.372 -2.667
C 3.728 -6.644 -0.459
N 3.795 -5.348 0.265
O 2.998 -4.487 -0.057
O 4.643 -5.247 1.127
H 2.930 -6.593 -1.195
H 4.690 -6.800 -0.942
H 3.526 -7.420 0.277
C -7.322 -3.389 3.857
N -6.283 -2.684 4.649
O -5.786 -3.278 5.582
O -6.003 -1.550 4.303
H -7.467 -4.382 4.276
H -8.237 -2.803 3.922
H -6.966 -3.453 2.831
C -8.012 0.661 2.636
N -8.645 -0.506 1.970
O -8.767 -1.528 2.622
O -8.995 -0.358 0.819
H -7.751 0.382 3.654
H -7.121 0.919 2.067
H -8.735 1.474 2.630
C -2.541 3.607 -5.065
N -1.630 4.404 -4.205
O -1.099 3.832 -3.268
O -1.481 5.573 -4.500
H -2.578 2.589 -4.686
H -3.524 4.072 -5.021
H -2.140 3.629 -6.076
```

Net charge: 0
Multiplicity: 1
Total energy in eV: -151993.684
Gap between HOMO and LUMO in eV: 8.508
E_LUMO in eV: -0.79
Strongest force on any atom in eV/A: 3.6

=====

Here is a molecular structure, C19H44N3O2P2Pb in a non-equilibrium geometry from the OMol25 dataset. Energies are from wB97M-V/def2-TZVPD.

The geometry in XYZ format:
```
71
C19H44N3O2P2Pb, DFT wB97M-V/def2-TZVPD
Pb -0.496 0.024 -0.586
P 0.149 -2.630 -0.901
P 0.136 2.707 -0.573
N 1.702 0.076 -1.360
C 1.812 -2.446 -1.646
H 2.434 -3.275 -1.268
H 1.724 -2.558 -2.742
C 2.526 -1.107 -1.333
H 3.059 -1.221 -0.355
H 3.331 -0.960 -2.091
C 2.517 1.254 -1.194
H 3.318 1.205 -1.968
H 3.054 1.252 -0.212
C 1.795 2.618 -1.342
H 1.701 2.860 -2.416
H 2.416 3.399 -0.871
C 0.339 3.530 1.079
C -0.822 3.210 2.031
H -0.529 3.473 3.058
H -1.091 2.146 2.031
H -1.721 3.792 1.787
C -1.035 3.635 -1.663
C -2.430 3.687 -1.012
H -3.176 3.991 -1.760
H -2.459 4.428 -0.201
H -2.751 2.714 -0.609
C -1.032 -3.410 -2.093
C -2.426 -3.539 -1.451
H -3.176 -3.745 -2.229
H -2.743 -2.622 -0.932
H -2.458 -4.373 -0.735
C 0.353 -3.639 0.643
C -0.804 -3.431 1.631
H -0.525 -3.852 2.608
H -1.718 -3.945 1.301
H -1.040 -2.371 1.786
C -3.056 -0.088 0.810
C -0.547 5.018 -2.098
H -0.464 5.704 -1.247
H 0.417 4.967 -2.620
H -1.284 5.446 -2.792
C -0.542 -4.727 -2.700
H -1.277 -5.065 -3.443
H 0.421 -4.606 -3.210
H -0.456 -5.515 -1.943
C 0.607 -5.130 0.401
H 0.864 -5.604 1.361
H -0.293 -5.641 0.030
H 1.446 -5.311 -0.286
C 0.600 5.037 1.019
H -0.299 5.594 0.715
H 0.860 5.391 2.028
H 1.438 5.299 0.357
H 1.251 3.042 1.473
H 1.267 -3.205 1.092
H -1.106 3.001 -2.568
H -1.105 -2.668 -2.911
O -4.117 -0.078 1.231
H -0.163 0.117 -3.644
H -0.912 0.088 -3.500
C -1.004 -0.267 4.014
N 0.448 -0.177 3.952
C 1.143 -0.116 2.802
N 2.499 -0.073 2.896
O 0.594 -0.100 1.662
H -1.426 -0.196 3.003
H -1.409 0.556 4.621
H -1.308 -1.231 4.453
H 0.987 -0.212 4.811
H 3.019 -0.029 2.030
H 2.974 -0.093 3.789
```

Net charge: +1
Multiplicity: 1
Total energy in eV: -52801.545
Gap between HOMO and LUMO in eV: 6.985
E_LUMO in eV: -2.38
Strongest force on any atom in eV/A: 3.3
Relative energy (zero: lowest compared OMol25 entry of this formula, charge and spin) in kJ/mol: 0.0

=====

Here is 4 unconnected molecules or ions with the total composition C19H44N4O4 in a non-equilibrium geometry from the OMol25 dataset. Energies are from wB97M-V/def2-TZVPD.

The geometry in XYZ format:
```
71
C19H44N4O4, DFT wB97M-V/def2-TZVPD
C -7.321 14.471 -16.239
C -7.634 15.434 -17.411
C -7.785 16.843 -16.820
C -6.428 15.463 -18.352
C -6.369 14.191 -19.227
C -7.663 14.083 -20.025
C -8.891 13.953 -19.125
C -10.132 14.166 -19.977
C -9.008 12.575 -18.450
N -8.877 15.089 -18.132
O -9.927 14.937 -17.196
H -7.993 14.599 -15.383
H -7.451 13.426 -16.526
H -6.322 14.640 -15.842
H -8.589 16.842 -16.085
H -6.868 17.068 -16.271
H -7.958 17.572 -17.608
H -6.580 16.274 -19.070
H -5.492 15.533 -17.804
H -5.428 14.253 -19.773
H -6.318 13.324 -18.559
H -7.609 13.185 -20.645
H -7.729 14.980 -20.643
H -11.047 14.432 -19.451
H -10.253 13.238 -20.546
H -10.054 14.897 -20.788
H -8.052 12.229 -18.053
H -9.323 11.831 -19.184
H -9.769 12.561 -17.670
H -9.589 14.301 -16.543
C -5.779 10.141 -21.709
C -5.954 9.663 -20.280
C -5.227 10.592 -19.292
C -7.481 9.728 -20.025
C -7.983 9.052 -18.727
C -7.504 7.614 -18.697
C -6.033 7.373 -19.141
C -5.209 7.638 -17.864
C -5.983 5.877 -19.550
N -5.641 8.252 -20.221
O -4.261 7.984 -20.568
H -6.029 11.203 -21.792
H -4.739 10.094 -22.040
H -6.450 9.630 -22.395
H -5.432 11.636 -19.535
H -5.433 10.438 -18.235
H -4.151 10.448 -19.436
H -7.752 10.784 -19.970
H -7.947 9.201 -20.862
H -7.536 9.694 -17.956
H -9.064 9.119 -18.617
H -8.234 7.077 -19.312
H -7.595 7.210 -17.686
H -5.263 6.767 -17.200
H -5.604 8.479 -17.297
H -4.137 7.765 -18.020
H -6.743 5.739 -20.315
H -6.056 5.199 -18.709
H -5.000 5.764 -20.017
H -4.417 7.443 -21.350
N -11.643 15.683 -23.415
C -11.756 14.322 -23.573
N -12.985 13.832 -23.860
O -10.750 13.604 -23.487
H -10.814 16.066 -23.009
H -12.498 16.176 -23.202
H -13.063 12.836 -23.766
H -13.722 14.385 -24.247
O -8.172 12.259 -22.957
H -8.112 13.220 -22.965
H -8.991 12.077 -23.436
```

Net charge: 0
Multiplicity: 1
Total energy in eV: -34565.563
Gap between HOMO and LUMO in eV: 8.716
E_LUMO in eV: 0.54
Strongest force on any atom in eV/A: 2.4

=====

Here is 3 unconnected molecules or ions with the total composition C19H45BO6S3 from the OMol25 dataset. Energies are from wB97M-V/def2-TZVPD.

The geometry in XYZ format:
```
74
C19H45BO6S3, DFT wB97M-V/def2-TZVPD
C -6.801 -2.663 -3.761
C -5.502 -2.120 -4.362
C -4.298 -2.281 -3.439
C -4.385 -1.413 -2.166
C -4.297 -2.177 -0.839
C -2.866 -2.388 -0.336
C -2.191 -3.637 -0.894
C -0.801 -3.903 -0.324
C 0.210 -2.804 -0.640
C 0.534 -2.689 -2.140
C -0.029 -1.425 -2.791
C 0.578 -0.136 -2.205
C -0.448 0.909 -1.731
C -0.209 1.422 -0.324
O 0.711 2.542 -0.404
S 1.253 3.271 0.903
O 0.134 3.661 1.753
O 1.987 2.052 1.681
B 1.483 1.574 2.923
C 2.439 1.660 4.145
O 0.239 0.990 2.933
H -7.500 -2.979 -4.536
H -6.602 -3.527 -3.123
H -7.307 -1.918 -3.145
H -5.300 -2.611 -5.316
H -5.626 -1.055 -4.582
H -3.384 -2.046 -3.991
H -4.217 -3.335 -3.155
H -3.579 -0.672 -2.188
H -5.315 -0.839 -2.190
H -4.775 -3.155 -0.967
H -4.879 -1.653 -0.079
H -2.281 -1.504 -0.610
H -2.849 -2.431 0.758
H -2.835 -4.496 -0.678
H -2.136 -3.567 -1.986
H -0.885 -4.036 0.760
H -0.423 -4.847 -0.730
H 1.126 -2.979 -0.076
H -0.176 -1.846 -0.278
H 0.129 -3.559 -2.667
H 1.617 -2.712 -2.283
H -1.117 -1.419 -2.652
H 0.136 -1.469 -3.870
H 1.235 0.316 -2.951
H 1.225 -0.403 -1.367
H -0.448 1.771 -2.401
H -1.457 0.488 -1.756
H -1.131 1.763 0.148
H 0.241 0.662 0.312
H 2.890 2.648 4.269
H 3.280 0.979 3.969
H 1.959 1.343 5.070
H -0.441 1.539 3.357
C 5.315 -1.856 1.223
S 4.102 -0.549 1.009
O 2.877 -1.205 0.476
C 4.901 0.253 -0.383
H 4.959 -2.496 2.027
H 5.393 -2.427 0.298
H 6.276 -1.419 1.496
H 5.014 -0.468 -1.193
H 5.867 0.647 -0.069
H 4.253 1.069 -0.694
C 4.525 7.306 4.875
S 3.614 5.856 5.419
O 4.258 4.684 4.769
C 2.121 6.199 4.479
H 5.518 7.247 5.315
H 4.597 7.295 3.788
H 4.018 8.205 5.224
H 2.373 6.269 3.421
H 1.670 7.125 4.836
H 1.436 5.369 4.641
```

Net charge: 0
Multiplicity: 1
Total energy in eV: -65900.732
Gap between HOMO and LUMO in eV: 9.557
E_LUMO in eV: 0.53
Strongest force on any atom in eV/A: 0.6

=====

Here is 6 unconnected molecules or ions with the total composition C19H45ClN4O9P from the OMol25 dataset. Energies are from wB97M-V/def2-TZVPD.

The geometry in XYZ format:
```
79
C19H45ClN4O9P, DFT wB97M-V/def2-TZVPD
C 2.031 3.607 1.051
C 1.352 2.864 -0.031
N 0.137 3.171 -0.505
C -0.093 2.286 -1.469
N -1.204 2.239 -2.255
C -2.268 3.227 -2.039
C -3.288 2.836 -0.991
O -4.434 3.057 -1.139
Cl -2.710 2.039 0.446
P -1.346 1.087 -3.495
O -0.036 0.502 -3.828
N 0.948 1.452 -1.619
N 1.872 1.822 -0.683
C 3.171 1.172 -0.512
C 3.067 -0.220 0.077
C 2.473 -1.277 -0.871
C 3.387 -2.443 -1.090
O 3.680 -2.852 -2.170
O 3.874 -2.996 0.060
H 2.443 2.947 1.808
H 2.834 4.213 0.634
H 1.320 4.277 1.518
H -1.801 4.176 -1.792
H -2.830 3.334 -2.962
H -1.950 1.802 -4.534
H -2.297 0.148 -3.077
H 1.115 0.688 -2.265
H 3.672 1.155 -1.479
H 3.747 1.822 0.135
H 2.518 -0.190 1.015
H 4.078 -0.519 0.347
H 2.242 -0.916 -1.869
H 1.570 -1.664 -0.409
H 3.571 -3.913 0.111
C -0.092 -1.701 3.848
C -0.504 -1.642 2.391
O 0.574 -2.010 1.517
H 0.759 -1.049 4.036
H -0.913 -1.398 4.498
H 0.208 -2.711 4.128
H -0.784 -0.627 2.109
H -1.362 -2.294 2.203
H 0.830 -2.910 1.744
C -4.781 -1.302 -5.005
C -4.693 0.047 -5.693
O -3.457 0.222 -6.389
H -3.956 -1.432 -4.301
H -5.721 -1.406 -4.463
H -4.717 -2.112 -5.734
H -4.745 0.856 -4.963
H -5.527 0.174 -6.389
H -3.396 -0.471 -7.053
C -6.373 3.365 2.401
C -6.341 4.784 1.867
O -5.225 5.007 1.007
H -5.453 3.143 2.943
H -7.218 3.218 3.075
H -6.459 2.646 1.582
H -6.240 5.499 2.682
H -7.268 5.013 1.332
H -5.296 4.397 0.265
C 7.913 -3.995 -3.569
C 6.662 -4.748 -3.982
O 5.851 -5.097 -2.866
H 8.501 -4.590 -2.871
H 8.533 -3.756 -4.434
H 7.651 -3.059 -3.068
H 6.926 -5.686 -4.468
H 6.077 -4.153 -4.692
H 5.576 -4.282 -2.432
C 0.429 -1.507 8.974
C 0.062 -1.497 7.503
O 1.149 -1.903 6.671
H 1.283 -0.854 9.156
H -0.406 -1.171 9.589
H 0.707 -2.513 9.296
H -0.200 -0.489 7.182
H -0.803 -2.145 7.323
H 1.396 -2.796 6.930
```

Net charge: +1
Multiplicity: 1
Total energy in eV: -66625.770
Gap between HOMO and LUMO in eV: 8.687
E_LUMO in eV: -2.72
Strongest force on any atom in eV/A: 1.0
Relative energy (zero: lowest compared OMol25 entry of this formula, charge and spin) in kJ/mol: 0.0

=====

Here is 6 unconnected molecules or ions with the total composition C19H45ClN5O7PS2 from the OMol25 dataset. Energies are from wB97M-V/def2-TZVPD.

The geometry in XYZ format:
```
80
C19H45ClN5O7PS2, DFT wB97M-V/def2-TZVPD
O -3.391 -4.318 1.176
S -2.664 -3.207 0.645
O -3.180 -2.552 -0.512
Cl -2.538 -1.836 2.158
C -0.956 -3.674 0.416
C -0.249 -2.880 -0.696
C 1.058 -2.220 -0.221
C 0.954 -0.735 0.165
P 0.369 0.353 -1.200
S 0.078 2.118 -0.027
H -1.028 -4.736 0.193
H -0.473 -3.579 1.385
H -0.936 -2.158 -1.131
H -0.006 -3.584 -1.492
H 1.403 -2.743 0.674
H 1.839 -2.350 -0.972
H 1.945 -0.376 0.445
H 0.311 -0.623 1.044
H -0.977 -0.054 -1.342
H -0.811 2.702 -0.841
C 1.950 4.537 -3.518
N 1.892 4.555 -2.070
C 2.325 5.531 -1.232
C 2.953 6.753 -1.857
O 2.198 5.408 -0.021
H 0.947 4.458 -3.942
H 2.534 3.681 -3.866
H 2.411 5.446 -3.894
H 1.482 3.755 -1.606
H 3.247 7.437 -1.067
H 3.840 6.495 -2.435
H 2.247 7.258 -2.517
C 5.592 4.207 -5.788
N 5.435 5.281 -4.827
C 5.589 6.619 -5.024
C 5.985 7.076 -6.409
O 5.414 7.409 -4.111
H 4.662 3.645 -5.890
H 6.377 3.519 -5.469
H 5.859 4.607 -6.760
H 5.191 5.035 -3.880
H 6.066 8.158 -6.396
H 6.946 6.651 -6.699
H 5.235 6.784 -7.145
C -0.239 7.399 0.529
N -0.363 6.082 1.111
C -1.250 5.655 2.044
C -2.248 6.663 2.570
O -1.238 4.499 2.439
H -0.358 7.352 -0.556
H 0.746 7.817 0.746
H -0.997 8.067 0.927
H 0.318 5.386 0.833
H -2.878 6.166 3.300
H -1.739 7.500 3.050
H -2.875 7.049 1.764
C -2.977 -5.659 5.345
N -2.092 -5.218 4.283
C -0.984 -5.826 3.801
C -0.585 -7.141 4.421
O -0.341 -5.312 2.891
H -3.990 -5.789 4.964
H -2.997 -4.920 6.148
H -2.648 -6.611 5.746
H -2.302 -4.348 3.814
H 0.318 -7.491 3.927
H -0.384 -7.021 5.485
H -1.376 -7.883 4.297
C -5.163 -9.598 0.844
N -4.987 -9.486 2.278
C -4.299 -8.538 2.966
C -3.609 -7.456 2.173
O -4.241 -8.577 4.187
H -6.222 -9.552 0.583
H -4.759 -10.544 0.481
H -4.651 -8.787 0.338
H -5.419 -10.179 2.868
H -3.119 -6.786 2.869
H -2.858 -7.888 1.509
H -4.319 -6.880 1.580
```

Net charge: 0
Multiplicity: 1
Total energy in eV: -85699.562
Gap between HOMO and LUMO in eV: 8.882
E_LUMO in eV: 0.48
Strongest force on any atom in eV/A: 0.8

=====

no.,HOMO energy (eV)
1,-9.2975
2,-9.3693
3,-8.1748
4,-9.0271
5,-11.4030
6,-8.4018